108
Properties=species:S:1:pos:R:3:lowdin_charge:R:1 method="wB97M-V/def2-TZVPD" homo_lumo_gap_ev="6.121 / 6.110" homo_energy_ev="-6.3 / -6.3" energy_ev=-149159.684 lumo_energy_ev="-0.174 / -0.174"
Fe -1.556 0.666 1.375 0.259
C -3.765 -3.904 6.225 -0.194
Si -3.521 -3.369 4.436 0.501
C -5.198 -3.269 3.614 -0.182
C -2.425 -4.637 3.598 -0.186
C -2.705 -1.676 4.455 -0.244
C -2.401 -1.019 5.636 -0.092
C -1.812 0.247 5.643 -0.077
C -1.546 0.839 4.426 -0.118
N -1.831 0.230 3.279 -0.072
C -2.387 -0.996 3.259 -0.709
S -2.636 -1.555 1.644 0.685
H -4.244 -4.884 6.249 0.027
H -4.406 -3.212 6.774 0.029
H -2.819 -3.988 6.762 0.028
H -5.692 -4.242 3.612 0.027
H -5.109 -2.918 2.587 0.004
H -5.837 -2.567 4.155 0.032
H -2.861 -5.634 3.682 0.026
H -1.440 -4.657 4.068 0.030
H -2.292 -4.398 2.544 -0.004
H -2.622 -1.496 6.584 0.089
H -1.575 0.758 6.565 0.092
H -1.100 1.822 4.336 0.110
N -1.361 0.955 -0.564 -0.256
S -0.934 0.635 -1.899 0.796
N 0.624 1.076 -2.394 -0.348
S 1.847 0.238 -1.982 0.845
N 1.984 -0.528 -0.661 -0.347
S 1.659 0.074 0.889 0.799
N 0.350 -0.076 1.474 -0.251
C 2.898 -0.869 1.766 -0.306
C 2.700 -0.930 3.139 -0.050
C 3.597 -1.639 3.920 -0.061
C 4.673 -2.287 3.331 -0.075
C 4.854 -2.232 1.956 -0.072
C 3.965 -1.519 1.165 -0.082
C 2.387 1.710 0.775 -0.296
C 3.758 1.929 0.841 -0.067
C 4.236 3.223 0.719 -0.077
C 3.350 4.279 0.539 -0.080
C 1.986 4.045 0.483 -0.055
C 1.492 2.753 0.599 -0.060
C 2.210 -1.021 -3.198 -0.305
C 2.351 -2.351 -2.840 -0.056
C 2.608 -3.281 -3.840 -0.059
C 2.725 -2.873 -5.160 -0.066
C 2.579 -1.532 -5.501 -0.061
C 2.314 -0.597 -4.518 -0.063
C 3.194 1.382 -2.239 -0.309
C 2.951 2.718 -2.507 -0.058
C 4.037 3.569 -2.661 -0.064
C 5.329 3.081 -2.548 -0.070
C 5.556 1.736 -2.273 -0.063
C 4.484 0.877 -2.112 -0.069
C -1.858 1.472 -3.172 -0.305
C -1.323 1.927 -4.367 -0.085
C -2.157 2.564 -5.275 -0.077
C -3.503 2.735 -4.980 -0.075
C -4.024 2.278 -3.778 -0.054
C -3.202 1.644 -2.860 -0.041
C -1.015 -1.093 -2.373 -0.299
C -0.978 -1.982 -1.310 -0.092
C -1.032 -3.344 -1.576 -0.054
C -1.120 -3.793 -2.884 -0.075
C -1.163 -2.888 -3.939 -0.076
C -1.118 -1.527 -3.687 -0.066
H 1.833 -0.447 3.571 0.112
H 3.447 -1.695 4.990 0.109
H 5.368 -2.845 3.944 0.105
H 5.685 -2.750 1.497 0.105
H 4.088 -1.478 0.093 0.087
H 4.445 1.108 0.993 0.111
H 5.300 3.408 0.772 0.110
H 3.729 5.290 0.455 0.108
H 1.291 4.866 0.366 0.114
H 0.426 2.564 0.582 0.073
H 2.237 -2.645 -1.808 0.109
H 2.709 -4.326 -3.582 0.112
H 2.927 -3.604 -5.932 0.108
H 2.666 -1.220 -6.532 0.109
H 2.188 0.449 -4.768 0.116
H 1.934 3.074 -2.575 0.111
H 3.866 4.618 -2.864 0.114
H 6.169 3.752 -2.673 0.109
H 6.565 1.360 -2.183 0.110
H 4.645 -0.171 -1.896 0.114
H -0.271 1.796 -4.575 0.093
H -1.755 2.931 -6.209 0.103
H -4.148 3.234 -5.692 0.104
H -5.071 2.417 -3.544 0.113
H -3.592 1.299 -1.909 0.102
H -0.935 -1.616 -0.289 0.021
H -1.023 -4.043 -0.750 0.112
H -1.170 -4.855 -3.087 0.105
H -1.245 -3.242 -4.957 0.106
H -1.169 -0.819 -4.502 0.110
O -5.148 1.477 0.106 0.046
C -4.402 2.204 0.724 -0.484
C -4.660 3.702 0.956 -0.083
C -3.337 4.230 1.507 -0.080
C -2.517 2.962 1.606 -0.505
O -1.311 2.873 1.905 -0.029
N -3.195 1.864 1.278 0.084
H -5.495 3.805 1.649 0.116
H -4.959 4.160 0.014 0.111
H -3.406 4.710 2.482 0.117
H -2.834 4.925 0.833 0.116